Record 1
Formula: C29H33N5O2SSn
Source: the OMol25 dataset
Level of theory: ωB97M-V/def2-TZVPD

## Properties
* highest occupied orbital energy (spin up / spin down): -19.20 / -19.20 eV
* energy relative to the best compared isomer or geometry (same formula, charge and spin): 45.1 kJ/mol
* LUMO (spin up / spin down): -0.5193 / -0.5157 Ha
* charge: +4
* Kohn-Sham gap (spin up / spin down): 5.07 / 5.17 eV

Last column: Mulliken charge in e.
Positions of all 71 atoms, in Å:
Sn -0.4124 -0.2763 0.2665  1.038
C 4.3394 0.2969 -2.4465  -0.646
O 4.2324 0.7811 -1.1080  -0.330
C 2.9877 0.6228 -0.7043  0.253
N 2.1345 0.1269 -1.5411  -0.053
C 2.8701 0.0615 -2.8326  0.337
C 2.5728 -1.0272 -3.8150  0.417
C 3.6090 -1.6656 -4.5301  -0.516
C 3.2983 -2.5481 -5.5316  -0.663
C 1.9457 -2.7596 -5.9071  -0.449
C 0.8985 -2.1451 -5.1853  -0.609
C 1.2092 -1.2829 -4.1724  -0.318
C 2.7130 1.1793 0.6429  0.463
C 3.7765 1.7110 1.3670  -0.587
C 3.5167 2.3853 2.5479  -0.796
C 2.2021 2.5550 2.9450  -0.472
C 1.1995 1.9891 2.1673  0.360
N 1.4412 1.2823 1.0560  -0.165
C -0.2163 2.2104 2.5239  0.205
N -1.2303 1.7602 1.8541  -0.103
C -2.4378 2.3708 2.4790  -0.235
C -1.8870 2.9888 3.7792  -0.783
O -0.4570 2.9471 3.5829  -0.410
C -2.9958 3.3939 1.4979  0.776
C -4.1831 3.1016 0.7773  -0.443
C -4.7879 4.0740 0.0267  -0.602
C -4.1490 5.3292 -0.1097  -0.368
C -2.9755 5.6366 0.6224  -0.766
C -2.3703 4.6582 1.3648  -0.150
H 4.8384 1.0506 -3.0506  0.303
H 4.9583 -0.6020 -2.4355  0.479
H 2.5256 0.9452 -3.4110  0.329
H 4.6486 -1.4866 -4.2940  0.403
H 4.0909 -3.0775 -6.0467  0.463
H 1.7165 -3.3508 -6.7869  0.473
H -0.1276 -2.2924 -5.4949  0.480
H 0.4300 -0.7062 -3.6880  0.591
H 4.7875 1.6136 0.9954  0.560
H 4.3251 2.7951 3.1391  0.509
H 1.9458 3.1196 3.8310  0.596
H -3.1949 1.6140 2.6786  0.750
H -2.1905 4.0166 3.9639  0.406
H -2.1210 2.3977 4.6631  0.355
H -4.6510 2.1288 0.8597  0.405
H -5.7269 3.8765 -0.4734  0.465
H -4.5177 6.0379 -0.8446  0.460
H -2.5572 6.6348 0.6009  0.460
H -1.4577 4.8948 1.8974  0.487
C -2.7216 -2.6931 0.0416  -0.853
C -1.5342 -3.5766 -0.3476  -0.662
N -0.3069 -2.7712 -0.5300  -0.001
C 0.9486 -3.4037 -0.0939  -0.644
C 1.0010 -3.6897 1.4003  -0.767
S 0.3291 -2.3407 2.4146  0.001
C -1.2913 -3.0270 2.9074  -0.646
C -2.4498 -2.1395 2.4947  -0.755
N -2.4135 -1.6976 1.0920  -0.061
H -3.5616 -3.3318 0.3298  0.411
H -3.0192 -2.1207 -0.8413  0.379
H -1.7997 -4.1086 -1.2637  0.413
H -1.3599 -4.3381 0.4073  0.271
H -0.1846 -2.6112 -1.5220  0.173
H 1.7567 -2.7103 -0.3425  0.229
H 1.1326 -4.3440 -0.6268  0.441
H 2.0453 -3.8006 1.6889  0.506
H 0.4927 -4.6125 1.6706  0.431
H -1.2809 -3.0822 3.9954  0.563
H -1.3812 -4.0441 2.5351  0.350
H -2.4143 -1.2381 3.1089  0.293
H -3.3833 -2.6646 2.7240  0.365
H -3.1706 -1.0209 1.0368  0.205

Forces on atoms 1 to 2 (eV/Å):
-0.462 -1.043 0.222
0.127 -0.301 -0.321



Record 2
Formula: C29H33N5O2Si
Source: the OMol25 dataset
Level of theory: ωB97M-V/def2-TZVPD

## Properties
* highest occupied orbital energy: -8.95 eV
* LUMO: -0.0071 Ha
* SMILES string: CC(=O)OCc1ccc2nccnc2c1[Si](C)(C)C.c1ccncc1.c1ccncc1.c1ccncc1
* charge: 0
* Kohn-Sham gap: 8.75 eV

Last column: Mulliken charge in e.
Positions of all 70 atoms, in Å:
C 2.3192 -0.8190 2.6613  -0.742
C 1.4346 -1.6108 1.7034  0.690
O 0.8558 -2.6147 2.0501  -0.583
O 1.4029 -1.1133 0.4296  -0.256
C 0.1666 -1.3828 -0.2433  -1.279
C -1.0432 -0.6583 0.3474  0.798
C -2.0693 -1.5357 0.8333  -1.022
C -3.1726 -1.0064 1.3977  -0.409
C -3.3510 0.3912 1.5388  -0.086
N -4.4999 0.7945 2.1588  -0.682
C -4.5399 2.1040 2.2210  -0.344
C -3.5365 2.9953 1.7616  -0.421
N -2.4276 2.5724 1.2042  -0.189
C -2.3316 1.2167 1.0649  0.500
C -1.1451 0.7091 0.4271  0.880
Si 0.1619 1.9428 -0.2027  0.408
C 1.4145 1.2754 -1.4473  -1.202
C 1.1104 2.5529 1.3363  -1.199
C -0.5817 3.4887 -1.0304  -1.123
H 1.9325 -0.8346 3.6798  0.377
H 3.3359 -1.2208 2.5965  0.271
H 2.3944 0.2020 2.2721  0.017
H -0.0233 -2.4612 -0.2568  0.507
H 0.2550 -1.0756 -1.2881  0.222
H -1.9738 -2.6165 0.7733  0.437
H -3.9319 -1.6884 1.7816  0.428
H -5.4213 2.5479 2.6944  0.406
H -3.6627 4.0702 1.8929  0.445
H 1.8240 2.1519 -1.9777  0.439
H 0.9820 0.6359 -2.2271  0.359
H 2.2766 0.7992 -0.9655  0.296
H 1.0805 1.7710 2.1058  0.308
H 2.1572 2.7499 1.0698  0.356
H 0.6226 3.4469 1.7467  0.377
H -1.0183 4.1233 -0.2538  0.317
H 0.2806 4.0517 -1.4254  0.390
H -1.2769 3.2466 -1.8423  0.297
C 0.8198 -5.8536 -3.4125  -0.158
C -0.5357 -5.7657 -3.1432  -0.446
C -1.0766 -4.5124 -2.9012  -0.182
N -0.3672 -3.3836 -2.9090  -0.399
C 0.9365 -3.4911 -3.1686  -0.027
C 1.5758 -4.6933 -3.4272  -0.602
H 1.2811 -6.8136 -3.6079  0.366
H -1.1606 -6.6481 -3.1211  0.361
H -2.1339 -4.3948 -2.6888  0.378
H 1.4897 -2.5573 -3.1656  0.363
H 2.6370 -4.7190 -3.6334  0.364
C 7.6506 1.5245 3.4329  -0.117
C 6.6600 1.7387 4.3769  -0.574
C 5.4983 0.9873 4.2907  -0.176
N 5.2759 0.0707 3.3485  -0.276
C 6.2413 -0.1184 2.4485  -0.029
C 7.4410 0.5757 2.4460  -0.659
H 8.5736 2.0898 3.4657  0.364
H 6.7843 2.4711 5.1627  0.355
H 4.6966 1.1186 5.0097  0.364
H 6.0316 -0.8684 1.6924  0.365
H 8.1896 0.3784 1.6909  0.356
C -5.7751 0.2836 -2.5156  -0.684
C -5.0484 0.9549 -1.5468  0.057
C -4.3203 2.0723 -1.9292  -0.137
N -4.2761 2.5366 -3.1783  -0.552
C -4.9813 1.8749 -4.0957  -0.362
C -5.7444 0.7508 -3.8195  -0.293
H -6.3574 -0.5926 -2.2582  0.408
H -5.0454 0.6213 -0.5187  0.327
H -3.7379 2.6318 -1.2045  0.513
H -4.9244 2.2745 -5.1027  0.365
H -6.2985 0.2551 -4.6052  0.377

Forces on atoms 1 to 2 (eV/Å):
-0.016 0.223 -1.527
0.286 -0.570 1.088



Record 3
Formula: C29H33N7OPt
Source: the OMol25 dataset
Level of theory: ωB97M-V/def2-TZVPD

## Properties
* highest occupied orbital energy (spin up / spin down): -12.87 / -13.89 eV
* spin multiplicity: 5
* energy relative to the best compared isomer or geometry (same formula, charge and spin): 71.3 kJ/mol
* LUMO (spin up / spin down): -0.1621 / -0.3005 Ha
* charge: +2
* Kohn-Sham gap (spin up / spin down): 8.46 / 5.72 eV

Last column: Mulliken charge in e.
Positions of all 71 atoms, in Å:
Pt -0.1983 0.1385 0.0870  4.002
C 3.0368 0.4169 1.2528  -1.001
N 2.3854 0.0112 0.0135  -0.341
C 2.9555 0.5287 -1.2247  -0.991
C 1.9558 0.3412 -2.3218  -0.253
N 0.6968 0.0782 -2.0883  -0.104
C 0.0521 0.0470 -3.3132  -0.573
C -1.2882 -0.1658 -3.6245  0.169
C -1.6377 -0.1367 -4.9595  -0.947
C -0.6822 0.1006 -5.9586  -0.609
C 0.6492 0.3153 -5.6621  -1.075
C 1.0013 0.2826 -4.3185  0.578
N 2.2012 0.4600 -3.6452  -0.098
C 2.0567 0.2776 2.3782  -0.713
N 0.7932 -0.0033 2.1820  0.783
C 0.1765 0.0078 3.4239  -0.273
C -1.1503 -0.2254 3.7708  -0.373
C -1.4702 -0.1608 5.1112  -0.768
C -0.4987 0.1318 6.0795  -0.490
C 0.8217 0.3628 5.7480  -1.214
C 1.1445 0.2894 4.3981  0.769
N 2.3283 0.4532 3.6906  -0.020
H 3.3398 1.4635 1.1640  0.440
H 3.9406 -0.1633 1.4696  0.520
H 2.3054 -0.9986 -0.0336  0.445
H 3.9033 0.0499 -1.4946  0.585
H 3.1477 1.5980 -1.0995  0.355
H -2.0138 -0.3416 -2.8379  0.537
H -2.6677 -0.2986 -5.2474  0.473
H -1.0001 0.1173 -6.9921  0.418
H 1.3758 0.5040 -6.4413  0.467
H 3.0948 0.6397 -4.0743  0.260
H -1.8846 -0.4460 3.0064  0.285
H -2.4896 -0.3367 5.4272  0.448
H -0.7945 0.1779 7.1187  0.420
H 1.5580 0.5954 6.5057  0.455
H 3.2304 0.6503 4.0933  0.234
C -4.5299 -1.1361 -0.1176  -1.507
C -3.4650 -0.0979 0.2570  0.559
C -3.6827 1.2614 -0.4187  -1.161
O -2.2032 -0.5973 0.0761  -0.545
H -5.5089 -0.7892 0.2090  0.438
H -4.3155 -2.0912 0.3599  0.362
H -4.5534 -1.2823 -1.1981  0.349
H -3.5806 0.0883 1.3461  0.211
H -3.5914 1.1543 -1.5007  0.260
H -2.9521 1.9906 -0.0658  0.239
H -4.6826 1.6222 -0.1884  0.467
C -0.3270 4.9477 -0.0655  -0.559
C -0.7645 4.1852 -1.1426  -0.714
C -0.4680 2.8321 -1.1971  -0.326
C 0.1623 2.2251 -0.1015  0.601
C 0.6686 3.0052 0.9427  0.014
C 0.3871 4.3589 0.9784  -0.839
H -0.5090 6.0145 -0.0548  0.413
H -1.3102 4.6438 -1.9568  0.500
H -0.7670 2.2645 -2.0704  0.330
H 1.2238 2.5661 1.7616  0.260
H 0.7288 4.9560 1.8134  0.474
C 0.3469 -5.3568 1.4773  -0.838
N 0.2021 -4.1713 0.6426  0.115
C -0.1667 -4.1443 -0.6770  -0.481
C -0.1803 -2.8333 -1.0484  -0.773
N 0.1784 -2.0680 0.0324  -0.207
C 0.3940 -2.9030 1.0371  -0.838
H 0.1471 -6.2395 0.8783  0.327
H -0.3586 -5.3239 2.3052  0.344
H 1.3578 -5.4223 1.8743  0.340
H -0.3707 -5.0405 -1.2370  0.443
H -0.4277 -2.3997 -2.0018  0.397
H 0.6728 -2.6288 2.0416  0.548

Forces on atoms 1 to 2 (eV/Å):
0.824 0.069 -0.074
0.090 0.059 0.037



no.,E (Ha),strongest force on any atom (eV/A)
1,-2160.1215,1.3
2,-1838.6404,1.9
3,-1702.1182,1.3